# 1
145
Properties=species:S:1:pos:R:3:forces:R:3:lowdin_charge:R:1 method="wB97M-V/def2-TZVPD" relative_energy_ev=0.000 multiplicity=1 charge=+1 gap_ev=6.09
K 1.9259 6.3224 1.0101 -0.2 -0.8 -0.5 0.919
K 3.3891 2.6332 3.4749 -0.6 -0.3 -0.8 0.919
C 1.6560 2.3972 0.3888 -1.3 0.5 0.3 -0.501
O 1.5858 1.3556 1.3904 0.0 -0.3 0.7 -0.164
O 1.4012 3.6167 0.8706 1.7 -0.1 0.3 -0.272
C 3.0242 2.0301 -0.2195 0.6 1.3 0.3 -0.524
F 4.0647 2.0355 0.7152 -0.4 -0.1 0.3 0.019
F 2.9912 0.8091 -0.7247 0.2 0.0 -0.4 0.170
F 3.4669 2.9236 -1.1262 -0.4 -0.5 -0.3 0.132
C 0.6222 0.3311 1.1951 -1.2 0.4 -0.3 -0.268
C 0.7028 -0.6325 2.3271 0.2 -1.5 0.9 -0.074
H 1.7331 -0.8919 2.5937 0.1 0.2 -0.3 0.078
H 0.2191 -0.3772 3.2741 -0.1 0.6 -0.2 0.065
H 0.2534 -1.5993 2.0802 -0.1 0.1 -0.3 0.079
H 0.6701 -0.1878 0.2320 1.0 0.0 0.0 0.126
H -0.3977 0.7333 1.1269 0.1 0.5 0.4 0.111
H 0.9060 2.1341 -0.3698 0.1 -0.2 -0.4 0.148
O -2.2906 -5.0952 3.0225 0.3 0.3 -0.1 -0.278
P -2.5175 -5.4211 4.4362 -1.2 -0.6 1.8 0.541
N -2.0437 -4.1711 5.4786 0.8 -0.1 -0.7 -0.283
C -2.1166 -4.2659 6.9150 1.3 -0.9 0.7 -0.133
C -1.5042 -2.9212 4.9214 -0.1 -0.9 0.7 -0.109
N -1.8156 -6.8372 5.0743 0.3 1.5 0.6 -0.305
C -0.3686 -6.6792 5.2719 0.4 -0.2 0.3 -0.126
C -2.1251 -8.1268 4.4824 0.0 0.3 -1.4 -0.117
N -4.1392 -5.6850 4.7979 0.1 -0.4 -1.1 -0.305
C -5.1138 -4.7430 4.1988 1.3 -0.5 0.9 -0.079
C -4.5813 -6.4104 5.9622 0.0 -0.5 0.8 -0.129
H -3.0052 -3.8951 7.4274 -0.3 -0.1 -0.3 0.082
H -1.2558 -3.8029 7.4194 -0.1 0.7 -0.5 0.083
H -1.8531 -5.2943 7.1908 -1.0 -0.2 0.1 0.071
H -1.0154 -3.1599 3.9798 -0.5 0.4 -0.4 0.079
H -0.7312 -2.4833 5.5600 0.0 -0.3 0.3 0.086
H -2.3491 -2.2281 4.9324 1.6 -0.3 -0.7 0.003
H -0.0638 -5.8914 5.9652 -0.6 0.4 -0.2 0.068
H 0.0398 -7.5526 5.7847 -0.1 -0.3 -0.4 0.083
H 0.1492 -6.5081 4.3249 0.2 -0.2 0.0 0.087
H -1.8339 -8.1125 3.4201 0.3 -0.3 0.1 0.089
H -1.5522 -8.8939 4.9964 -0.3 -0.1 0.1 0.084
H -3.1888 -8.3534 4.4158 0.0 0.1 0.6 0.072
H -6.0706 -5.2534 4.1431 -0.1 0.2 -0.2 0.081
H -5.1521 -3.8779 4.8694 -0.5 0.2 -0.3 0.070
H -4.7079 -4.4625 3.2299 -0.4 0.1 -0.1 0.072
H -5.6644 -6.5432 6.0026 -0.1 0.5 -0.3 0.085
H -4.2693 -5.9447 6.9031 -0.2 0.1 0.0 0.066
H -4.2185 -7.4400 6.0048 0.3 0.2 -0.2 0.062
O -3.0297 2.5443 3.7839 -0.5 -0.3 -0.3 -0.293
P -3.7253 1.3193 3.3196 0.3 -1.3 0.3 0.506
N -3.2459 0.6964 1.8420 -0.1 1.0 0.5 -0.306
C -3.5540 1.5651 0.7009 0.3 -1.1 -0.4 -0.106
C -2.9571 -0.6845 1.5196 0.1 0.3 0.6 -0.103
N -5.3772 1.4690 3.1709 0.3 0.0 0.1 -0.307
C -6.2092 0.6438 2.2988 0.2 0.1 0.2 -0.117
C -6.0416 2.6038 3.8313 0.2 -1.0 -0.2 -0.089
N -3.4331 0.0654 4.4013 0.3 0.4 -0.5 -0.294
C -4.2280 -1.1528 4.4815 0.2 0.7 0.6 -0.112
C -2.3898 0.2124 5.4091 -0.2 -1.4 -0.1 -0.104
H -3.7756 2.5806 1.0153 0.0 0.0 0.0 0.083
H -4.3793 1.1308 0.1247 -0.2 0.3 0.0 0.078
H -2.7053 1.5475 0.0125 0.0 0.3 0.0 0.068
H -3.8732 -1.1983 1.2112 0.2 -0.3 -0.3 0.080
H -2.5448 -1.1802 2.3981 -0.1 -0.1 0.0 0.068
H -2.1776 -0.7292 0.7568 -0.2 -0.1 -0.3 0.079
H -7.0610 0.2372 2.8494 -0.3 0.5 0.0 0.086
H -6.4968 1.2441 1.4360 -0.5 -0.2 -0.1 0.085
H -5.7454 -0.2745 1.9386 0.6 0.3 -0.1 0.057
H -7.1122 2.4014 3.8098 0.0 0.2 0.0 0.078
H -5.7336 2.6085 4.8765 0.0 0.5 0.0 0.079
H -5.7982 3.5269 3.3076 -0.1 0.2 0.3 0.079
H -3.5646 -2.0236 4.5084 -1.2 0.3 -0.7 0.028
H -4.7465 -1.1653 5.4472 -0.5 -0.1 -0.2 0.098
H -4.9114 -1.1996 3.6427 -0.2 -0.2 0.1 0.067
H -2.1350 -0.8119 5.7145 -0.1 0.7 0.3 0.041
H -2.7482 0.7136 6.3088 0.4 0.5 -0.1 0.088
H -1.4648 0.5615 4.9548 -0.1 0.7 0.3 0.075
O -3.4351 2.1587 -2.6165 0.1 -0.4 0.1 -0.275
P -3.2022 2.7700 -3.9345 0.6 -0.8 -1.7 0.517
N -4.0489 2.0213 -5.1958 0.1 0.9 0.9 -0.313
C -4.0187 2.5623 -6.5408 -0.1 -0.2 -0.1 -0.124
C -5.0057 0.9635 -4.9833 0.2 -0.5 0.6 -0.121
N -1.5852 2.6878 -4.4265 0.0 0.2 1.5 -0.296
C -0.6496 2.0735 -3.4923 0.2 -0.6 -0.1 -0.124
C -0.9620 3.4571 -5.5016 0.0 -1.1 0.5 -0.111
N -3.5276 4.3785 -4.0687 -0.8 0.6 -0.1 -0.318
C -2.6993 5.3230 -3.2897 0.0 -1.4 -0.1 -0.078
C -4.8719 4.8610 -4.3434 -0.3 1.0 -0.2 -0.117
H -3.4200 1.9145 -7.1886 0.0 0.1 -0.1 0.087
H -3.6267 3.5766 -6.5700 0.1 -0.1 0.1 0.061
H -5.0316 2.6233 -6.9523 0.0 -0.1 0.0 0.085
H -6.0312 1.3445 -4.9690 -0.1 -0.2 -0.1 0.082
H -4.8003 0.4446 -4.0448 -0.1 0.4 0.2 0.074
H -4.8859 0.1566 -5.7125 -0.1 0.3 -0.4 0.084
H 0.2135 1.7147 -4.0585 0.0 0.0 0.1 0.083
H -0.2725 2.7216 -2.6907 -0.1 0.3 -0.2 0.071
H -1.0940 1.2125 -2.9928 -0.1 0.0 -0.1 0.071
H -1.7182 4.1690 -5.8151 0.5 0.3 -0.5 0.059
H 0.0034 3.8747 -5.1970 -0.4 0.7 0.4 0.080
H -0.6098 2.7566 -6.2700 -0.6 0.2 -0.5 0.084
H -3.3382 6.0978 -2.8772 0.1 0.1 0.0 0.081
H -2.2719 4.7220 -2.4841 0.2 0.5 0.3 0.075
H -1.8748 5.7240 -3.8793 -0.1 0.2 -0.1 0.075
H -5.5476 4.1665 -4.8390 0.5 -0.3 -0.3 0.074
H -4.7370 5.7631 -4.9500 -0.4 -0.1 -0.3 0.087
H -5.4672 5.2113 -3.4896 0.5 -0.3 0.5 0.083
O 4.5345 -0.1107 -4.2771 0.2 -0.1 0.0 -0.286
P 5.6908 -0.9852 -3.9886 0.1 -0.5 -1.0 0.514
N 6.3171 -0.9036 -2.4464 0.5 -0.4 0.2 -0.302
C 6.2980 0.4575 -1.8976 -1.0 0.0 -0.6 -0.117
C 6.1275 -1.9643 -1.4298 -0.8 1.7 -0.2 -0.077
N 7.0323 -0.5863 -4.9495 0.4 -0.4 0.5 -0.297
C 6.9596 -0.1011 -6.3260 -0.5 0.8 0.6 -0.109
C 8.3751 -1.1031 -4.6626 -0.2 0.2 0.4 -0.129
N 5.2750 -2.5945 -4.2161 0.7 1.0 0.7 -0.311
C 3.9315 -2.9401 -4.6943 0.7 0.0 0.5 -0.088
C 6.3053 -3.6293 -4.1503 -0.8 -0.1 -0.9 -0.129
H 6.8263 0.5751 -0.9532 0.5 -0.2 -0.2 0.079
H 5.2640 0.7613 -1.7138 -0.1 0.0 0.2 0.055
H 6.6290 1.1460 -2.6747 0.4 0.1 0.2 0.078
H 6.6892 -1.5611 -0.5878 0.2 -0.7 0.2 0.075
H 6.4174 -2.9551 -1.7456 0.3 0.0 0.0 0.056
H 5.0768 -1.9841 -1.1227 -0.1 -0.2 0.1 0.085
H 5.9256 -0.0198 -6.6586 0.0 -0.2 0.0 0.076
H 7.3654 0.9165 -6.3082 0.0 0.0 -0.3 0.081
H 7.5603 -0.6797 -7.0279 -0.2 -0.3 0.1 0.079
H 8.6103 -1.0366 -3.5996 -0.3 -0.4 0.0 0.073
H 8.4635 -2.1274 -5.0296 0.3 0.0 0.1 0.068
H 9.1590 -0.5008 -5.1265 -0.3 0.1 -0.3 0.081
H 3.9940 -3.9880 -4.9855 -0.3 0.1 -0.3 0.080
H 3.2048 -2.8330 -3.8875 -0.1 -0.1 -0.1 0.078
H 3.6370 -2.2855 -5.5106 -0.1 -0.2 -0.1 0.074
H 7.2111 -3.2893 -3.6605 -0.1 0.1 0.1 0.055
H 6.5625 -3.9324 -5.1712 0.2 -0.1 0.0 0.087
H 5.9120 -4.5147 -3.6457 0.1 0.0 0.2 0.086
O 3.6464 6.1142 -1.1251 0.3 0.0 0.4 0.023
C 4.8499 6.0735 -1.0272 0.3 -1.1 0.3 -0.465
O 5.5684 7.1848 -0.9040 -0.3 1.2 0.4 0.033
C 6.9818 6.9931 -0.7899 0.1 -1.5 -1.1 -0.117
C 7.1494 5.5534 -1.3059 0.5 -1.3 0.3 -0.146
C 5.8093 4.8515 -1.0462 -0.3 1.4 -0.9 -0.057
H 7.3350 7.1256 0.2293 -0.2 0.2 0.0 0.127
H 7.4664 7.6490 -1.5058 0.0 0.4 0.4 0.129
H 7.8890 4.9247 -0.8051 0.4 0.6 0.1 0.115
H 7.4299 5.5314 -2.3578 -0.2 0.2 -0.1 0.119
H 5.8497 4.2789 -0.1236 -0.5 0.1 0.1 0.117
H 5.4944 4.2069 -1.8598 0.0 -0.2 0.1 0.121

***

# 2
22
Properties=species:S:1:pos:R:3:forces:R:3:lowdin_charge:R:1 method="wB97M-V/def2-TZVPD" relative_energy_ev=9.531 multiplicity=2 charge=0 gap_ev="6.61 / 6.60"
C -1.8594 -0.7133 1.4548 0.8 -0.5 0.6 -0.089
C -1.6970 -0.6566 -0.0481 1.3 4.0 -0.3 -0.369
C 1.9580 -0.1434 -1.5640 0.7 -1.0 -2.2 -0.045
C 2.1108 -0.4221 -0.1524 1.2 2.4 3.9 -0.310
C 2.8418 0.9864 0.4658 -1.8 -3.3 -0.2 -0.076
N -0.8583 0.4282 -0.5403 1.8 0.1 -0.7 0.043
C -2.7106 0.4383 -0.6328 -2.4 -2.1 0.5 -0.271
O -4.0273 0.0944 -0.4726 0.6 0.3 -0.4 -0.023
H -1.5338 0.2445 1.8893 -0.4 -0.2 -0.2 0.090
H -1.2346 -1.4663 1.9276 0.4 -0.3 -0.1 0.065
H -2.8525 -0.9954 1.7741 -0.5 0.2 -0.1 0.070
H -1.4256 -1.5785 -0.5474 -1.0 -0.6 -0.2 0.128
H 2.5790 0.5788 -2.0943 0.0 0.7 1.0 0.058
H 1.7429 -0.8075 -2.3993 -0.8 -0.8 0.7 0.051
H 2.7079 -1.2172 0.3411 0.6 -0.2 -1.5 0.100
H 1.2577 -0.6065 0.5651 -0.2 0.6 -1.5 0.088
H 2.1572 1.8045 0.2627 0.4 0.2 -0.1 0.058
H 2.8875 0.7702 1.5347 0.3 0.5 0.0 0.052
H 3.8173 0.9766 -0.0011 0.1 0.7 0.0 0.052
H 0.1099 0.2199 -0.8554 -0.9 -0.4 0.2 -0.006
H -2.6256 1.3135 -1.2753 0.8 -0.1 0.3 0.129
H -3.3452 0.7517 0.3677 -1.0 -0.1 0.3 0.205

***

# 3
20
Properties=species:S:1:pos:R:3:forces:R:3:lowdin_charge:R:1 method="wB97M-V/def2-TZVPD" relative_energy_ev=3.520 multiplicity=1 charge=0 gap_ev=9.63
C -1.8564 1.0205 -0.8554 1.7 0.5 3.2 -0.169
C -1.2460 1.1974 0.6563 0.0 0.1 -1.4 -0.157
C -1.5712 -0.4575 -1.0548 -0.1 -0.5 -1.5 -0.300
C 2.1341 0.8288 1.1178 -0.9 -4.1 -1.3 -0.014
C 1.9977 -1.0360 -0.5789 1.7 0.6 0.5 -0.123
C 1.8675 -0.4958 0.7897 1.3 2.9 1.6 -0.268
N -0.8875 0.1656 1.3146 -0.9 1.7 0.5 -0.184
O -2.6358 -1.7041 1.0016 -0.9 -0.4 1.1 -0.498
S -1.2913 -1.3141 0.6237 -0.3 0.7 -2.6 0.869
H -1.3668 1.7137 -1.5606 0.1 -0.5 0.4 0.107
H -1.1147 2.2303 1.0763 -0.1 -1.0 -0.3 0.123
H -2.3724 -0.9344 -1.7134 1.2 0.1 1.2 0.115
H -0.5607 -0.5563 -1.5157 -0.9 0.1 -0.1 0.061
H -2.8517 1.4242 -0.7155 -0.7 -0.7 -0.4 0.096
H 1.9512 0.9196 2.1518 0.0 1.4 1.0 0.028
H 2.3253 1.6063 0.3728 0.3 -0.3 0.6 0.062
H 2.3194 -0.2704 -1.2802 -0.1 0.2 0.0 0.085
H 1.0311 -1.3210 -0.7676 -2.1 -1.3 -1.3 -0.018
H 2.6782 -1.8755 -0.6907 -0.1 -0.2 0.2 0.084
H 1.4502 -1.1415 1.6281 0.9 0.7 -1.3 0.102

***

# 4
19
Properties=species:S:1:pos:R:3:forces:R:3:lowdin_charge:R:1 method="wB97M-V/def2-TZVPD" relative_energy_ev=0.247 multiplicity=1 charge=+1 gap_ev=11.43
C -1.5705 -1.6349 0.3910 0.0 -1.0 -1.9 -0.278
C 1.4516 -0.9713 0.7129 1.9 4.3 -0.3 -0.130
C 0.9154 1.1115 -1.5465 -1.7 0.7 -0.7 -0.172
C -0.3290 1.4687 1.0000 1.4 0.2 1.1 -0.159
C -1.0608 -0.7548 -0.7360 1.2 -0.8 1.9 -0.201
O -1.2044 -1.4867 1.4978 0.9 0.7 2.5 0.065
P 0.3430 0.2454 -0.1449 -1.0 -1.7 1.5 0.890
H -2.2888 -2.4184 0.2003 -0.6 -0.3 -0.7 0.136
H 1.1452 -1.9602 0.5315 0.4 -1.2 -0.7 0.045
H 1.4996 -0.8038 1.7769 -0.8 0.1 0.5 0.060
H 2.4774 -0.4851 0.4703 -1.1 -2.0 -0.3 0.103
H 1.6718 0.6976 -2.1585 0.8 -0.6 -0.5 0.059
H 1.2333 2.0454 -1.0900 0.0 0.5 -0.7 0.066
H -0.0575 1.1825 -2.1702 1.7 0.5 0.8 0.115
H -1.1451 2.0261 0.5830 -0.6 0.0 -0.3 0.065
H 0.3919 2.2518 1.3925 -0.4 -1.2 -0.7 0.102
H -0.6156 0.8320 1.8437 -0.4 0.4 0.0 0.058
H -1.9019 -0.1898 -0.8503 -2.3 2.5 -0.5 0.078
H -0.9557 -1.1559 -1.7036 0.6 -1.1 -1.0 0.100

***

# 5
9
Properties=species:S:1:pos:R:3:forces:R:3:lowdin_charge:R:1 method="wB97M-V/def2-TZVPD" relative_energy_ev=0.237 multiplicity=3 charge=0 gap_ev="8.84 / 7.60"
C -1.4645 1.2007 -0.2397 0.5 -3.1 1.3 -0.055
C -1.0706 -0.1039 -0.2657 -0.2 2.1 -0.7 -1.196
C 2.1042 -0.5064 0.8840 0.9 0.2 -0.8 -1.161
Cl -1.7375 -1.3444 0.6834 -0.1 -0.1 0.8 0.635
Cl 0.1541 -0.7164 -1.3404 -1.2 0.2 -0.6 0.551
Br 3.0115 0.2225 -0.5717 0.2 0.4 0.7 0.544
Br 2.2751 -2.2771 1.2454 -0.3 -0.3 0.5 0.602
H -1.9431 1.6427 0.6007 -0.9 -0.4 0.6 0.052
H -1.3291 1.8823 -0.9959 1.2 1.2 -1.8 0.029

***

# 6
16
Properties=species:S:1:pos:R:3:forces:R:3:lowdin_charge:R:1 method="wB97M-V/def2-TZVPD" relative_energy_ev=3.842 multiplicity=1 charge=0 gap_ev=8.99
C -1.5775 -0.6623 -1.1218 0.0 0.0 -0.1 -0.095
C -0.9285 -0.6533 0.2572 -0.1 -0.2 0.1 -0.203
C 0.7617 0.1756 1.3566 0.0 0.1 -0.3 0.023
C 2.0635 0.0565 0.6424 0.0 -0.1 0.0 -0.149
C -0.3120 0.7779 0.5857 -0.1 0.0 0.3 -0.439
O -0.0991 1.5735 -0.5676 0.3 0.0 -0.1 -0.045
H -0.8403 -0.4546 -1.9005 -0.1 -0.1 0.1 0.074
H -2.3586 0.0999 -1.1953 0.1 -0.1 0.0 0.081
H -2.0232 -1.6457 -1.3079 0.1 0.2 0.0 0.076
H -1.6473 -0.8933 1.0430 0.1 0.0 -0.1 0.113
H -0.1663 -1.4457 0.2937 -0.1 0.1 0.0 0.106
H 2.6328 0.9115 1.0462 -0.1 -0.1 0.0 0.103
H 2.6172 -0.8360 0.9487 -0.1 0.2 0.0 0.072
H 2.0924 0.1365 -0.4581 0.0 0.0 0.2 0.075
H -1.0482 1.3162 1.1883 0.1 -0.1 -0.1 0.140
H 0.8335 1.5434 -0.8107 -0.1 0.0 0.0 0.069

***

# 7
74
Properties=species:S:1:pos:R:3:forces:R:3:lowdin_charge:R:1 method="wB97M-V/def2-TZVPD" multiplicity=1 charge=0 gap_ev=7.38 smiles=Fc1cccc(F)c1B(c1c(F)cccc1F)c1c(F)cccc1F.COc1ccc(Cc2ccc(Oc3ccccc3)cc2)cc1
F 7.3049 2.5427 5.5457 0.4 -0.6 -0.7 0.085
C 7.8630 1.3264 5.2925 0.1 0.1 0.4 -0.189
C 9.1509 1.1142 5.7607 -0.2 -0.7 -0.3 0.011
C 9.6277 -0.2077 5.7698 -0.4 0.5 0.1 -0.037
C 8.7768 -1.2664 5.4574 0.1 -0.1 0.1 -0.002
C 7.5514 -0.9682 4.9108 -0.1 -0.2 -0.8 -0.205
F 6.7647 -2.0167 4.5139 0.7 0.9 0.2 0.082
C 7.1194 0.3352 4.6282 -0.1 -0.3 1.7 -0.002
B 5.9783 0.6152 3.6666 0.6 0.2 -1.0 -0.232
C 5.5303 2.0741 3.3438 -0.5 0.6 -0.1 0.007
C 4.3070 2.6991 3.5543 -0.4 -0.2 0.1 -0.193
F 3.2677 1.9688 4.1012 1.0 0.7 -0.1 0.044
C 4.0420 4.0140 3.2032 0.0 -0.2 0.0 -0.007
C 4.9837 4.7315 2.4685 -0.2 -0.3 0.3 -0.062
C 6.1821 4.1126 2.1311 -0.1 0.0 0.1 -0.004
C 6.4327 2.8249 2.5881 0.1 0.6 -0.2 -0.199
F 7.6360 2.2670 2.2455 -0.7 0.1 0.3 0.078
C 5.8276 -0.2691 2.3910 -0.5 -0.9 -0.4 0.021
C 4.6007 -0.5063 1.7478 0.0 -0.1 -0.2 -0.184
F 3.4381 -0.3062 2.4469 0.9 0.2 -0.4 0.064
C 4.4790 -0.9571 0.4378 0.1 0.0 0.5 -0.005
C 5.6376 -1.2878 -0.2657 0.1 -0.1 0.2 -0.059
C 6.8737 -1.2299 0.3778 -0.4 0.1 0.0 -0.004
C 6.9427 -0.7124 1.6644 0.1 -0.2 -0.1 -0.199
F 8.1963 -0.6370 2.2001 -0.7 0.1 -0.2 0.074
H 9.7388 1.9476 6.1077 0.1 0.0 0.1 0.118
H 10.6571 -0.3951 6.0476 -0.1 -0.1 0.2 0.111
H 9.0362 -2.3117 5.5841 0.2 0.2 -0.1 0.125
H 3.0969 4.4245 3.5102 -0.2 0.2 -0.1 0.115
H 4.7785 5.7560 2.1504 0.1 -0.4 0.1 0.113
H 6.8960 4.6433 1.5182 0.2 -0.2 0.1 0.118
H 3.4827 -1.0848 0.0352 0.1 0.0 -0.1 0.118
H 5.5892 -1.6134 -1.3094 -0.1 0.0 0.5 0.113
H 7.7732 -1.6059 -0.0894 0.0 0.2 -0.1 0.118
C 3.3802 0.9960 11.8088 -0.1 0.2 -1.5 -0.048
O 3.4933 1.7180 10.5245 -0.1 -0.8 0.8 -0.109
C 3.6995 1.0000 9.3740 0.0 -0.7 -0.3 -0.274
C 4.0690 1.7352 8.2275 0.2 0.3 1.4 0.000
C 4.3576 1.0886 7.0533 -0.6 0.0 -0.1 -0.031
C 4.1150 -0.2870 6.8799 0.9 1.0 1.1 -0.176
C 4.0157 -0.7183 5.4481 -1.7 -2.9 1.4 -0.073
C 3.8027 -2.2663 5.3907 -0.4 -0.6 -0.5 -0.160
C 2.6664 -2.8264 4.7733 -0.5 0.1 0.2 -0.019
C 2.2701 -4.1679 4.9188 0.7 -0.3 0.1 0.003
C 3.1206 -5.0334 5.6172 -0.1 -0.1 -0.4 -0.263
O 2.9107 -6.4120 5.6352 -0.4 0.7 -0.2 0.006
C 1.6464 -6.9320 5.8901 0.6 -0.4 -0.1 -0.265
C 1.2824 -8.0508 5.1331 0.1 0.7 0.3 -0.010
C 0.2238 -8.8175 5.5768 -0.5 -0.3 0.4 -0.090
C -0.4608 -8.4972 6.7533 0.0 0.3 0.0 -0.092
C -0.1246 -7.3263 7.4344 -0.1 0.0 -0.1 -0.087
C 0.9046 -6.5157 6.9911 0.6 0.0 -0.5 -0.015
C 4.3129 -4.5640 6.1707 -0.5 -0.4 -0.5 0.006
C 4.6002 -3.2104 6.0704 0.3 0.6 0.1 -0.073
C 3.9314 -1.0287 8.0653 -0.6 0.8 -1.0 -0.022
C 3.6276 -0.4087 9.2668 0.4 1.3 1.1 -0.016
H 3.4015 1.7809 12.5672 0.0 -0.2 -0.1 0.085
H 2.4202 0.4455 11.8402 0.5 0.3 0.1 0.092
H 4.2230 0.2880 11.9308 -0.4 0.4 0.0 0.093
H 4.1805 2.8186 8.3453 0.1 -0.4 -0.1 0.124
H 4.7367 1.6933 6.2327 -0.3 -0.1 -0.1 0.106
H 4.7963 -0.2920 4.8902 1.5 0.0 -0.8 0.048
H 3.1483 -0.2267 5.0315 -0.4 -0.1 -0.1 0.113
H 2.0022 -2.2088 4.1791 0.1 0.2 0.1 0.108
H 1.3743 -4.6019 4.4368 0.6 0.6 0.3 0.130
H 1.8358 -8.2721 4.2251 0.0 -0.1 0.2 0.120
H -0.0678 -9.6993 5.0243 0.0 -0.1 -0.1 0.100
H -1.2720 -9.1175 7.1403 0.3 0.1 -0.3 0.102
H -0.6319 -7.0245 8.3392 -0.2 -0.1 0.0 0.101
H 1.2118 -5.5914 7.4766 -0.2 -0.3 0.2 0.123
H 5.0041 -5.3060 6.5968 -0.4 0.6 0.0 0.129
H 5.4776 -2.8765 6.5999 0.3 0.2 -0.1 0.110
H 3.9764 -2.0892 8.0784 -0.4 -0.7 -0.2 0.088
H 3.3844 -0.9960 10.1627 0.3 0.1 -0.5 0.106

***

Number 1: maximum force 2.31 eV/Å. Number 2: maximum force 4.74 eV/Å. Number 3: maximum force 4.42 eV/Å. Number 4: maximum force 4.70 eV/Å. Number 5: maximum force 3.42 eV/Å. Number 6: maximum force 0.35 eV/Å. Number 7: maximum force 3.68 eV/Å.